105
Properties=species:S:1:pos:R:3:mulliken_charge:R:1 method="wB97M-V/def2-TZVPD" lumo_ev="2.1 / 1.9" total_charge=-1 mol_weight_g_mol=993.05 spin_multiplicity=2 e_homo_ha="-0.1541 / -0.1731" s2=0.753 largest_force_ev_per_a=1.1
Ca -0.445 0.660 0.206 2.081
C -1.416 0.398 4.470 -0.560
O -0.185 -0.244 4.773 -0.525
C 0.930 0.320 4.173 -0.434
C 1.908 0.836 4.996 -0.461
C 3.082 1.379 4.477 -0.864
C 3.246 1.408 3.109 -1.000
C 2.281 0.885 2.241 0.913
C 2.595 0.962 0.804 -1.312
N 1.785 0.574 -0.101 1.163
N 2.139 0.711 -1.440 -1.322
C 1.106 0.460 -2.216 0.786
O -0.079 0.119 -1.865 -1.556
C 1.370 0.615 -3.681 0.315
C 2.662 0.747 -4.183 -0.238
C 2.869 0.857 -5.549 -0.767
C 1.790 0.841 -6.424 -0.395
C 0.502 0.711 -5.928 -0.914
C 0.294 0.593 -4.561 0.033
C 1.085 0.290 2.759 1.029
O 0.203 -0.286 2.000 -0.752
H -2.190 -0.144 5.012 0.298
H -1.623 0.370 3.400 0.001
H -1.396 1.439 4.809 0.305
H 1.728 0.806 6.064 0.476
H 3.840 1.779 5.136 0.376
H 4.143 1.835 2.676 0.377
H 3.561 1.389 0.515 0.179
H 3.488 0.763 -3.489 0.440
H 3.876 0.955 -5.932 0.390
H 1.956 0.928 -7.491 0.383
H -0.343 0.700 -6.604 0.404
H -0.699 0.482 -4.152 0.298
N -2.653 -0.182 0.133 -0.043
S -3.868 -0.145 1.136 0.391
C -4.953 -1.540 0.790 0.313
C -6.225 -1.610 1.343 -0.742
C -7.007 -2.725 1.093 -0.574
C -6.520 -3.755 0.294 -0.631
C -5.248 -3.675 -0.247 -0.235
C -4.452 -2.565 0.009 -0.386
C -4.981 1.162 0.652 0.225
C -5.082 2.251 1.498 -0.297
C -5.868 3.334 1.119 -0.537
C -6.530 3.311 -0.094 -0.463
C -6.413 2.214 -0.944 -0.724
C -5.638 1.133 -0.574 -0.442
H -2.981 -0.107 -0.828 -0.137
H -6.605 -0.799 1.950 0.443
H -7.999 -2.788 1.516 0.393
H -7.136 -4.621 0.097 0.384
H -4.863 -4.477 -0.862 0.442
H -3.442 -2.488 -0.373 0.076
H -4.523 2.274 2.423 0.465
H -5.931 4.200 1.761 0.425
H -7.130 4.158 -0.395 0.377
H -6.921 2.209 -1.898 0.405
H -5.538 0.279 -1.230 0.422
F -2.382 2.495 -0.988 -0.577
Sb -1.387 3.769 -0.017 2.561
F 0.138 2.974 -0.837 -0.650
F -1.580 5.075 -1.347 -0.556
F -0.296 4.878 1.028 -0.585
F -2.938 4.338 0.887 -0.555
F -1.183 2.414 1.360 -0.773
C -2.163 -3.069 2.747 -0.516
Si -0.639 -3.843 1.979 0.776
C -1.030 -5.666 1.683 -1.300
C 0.677 -3.753 3.309 -0.912
Si 0.196 -2.863 0.012 0.563
Si 2.521 -3.293 0.080 0.430
C 2.738 -5.172 0.055 -1.173
C 3.345 -2.649 1.639 -0.847
C 3.519 -2.612 -1.355 -0.973
Si -0.683 -3.474 -2.087 1.290
C -2.082 -2.393 -2.731 -0.628
C -1.338 -5.244 -2.025 -1.182
C 0.653 -3.425 -3.400 -1.061
H -2.161 -3.344 3.805 0.508
H -3.087 -3.427 2.305 0.320
H -2.132 -1.985 2.693 -0.318
H -1.298 -6.140 2.630 0.391
H -0.180 -6.200 1.262 0.265
H -1.865 -5.787 0.997 0.291
H 0.230 -4.070 4.255 0.435
H 1.047 -2.739 3.433 0.050
H 1.520 -4.411 3.097 0.304
H 2.294 -5.633 0.936 0.242
H 3.802 -5.421 0.044 0.408
H 2.277 -5.621 -0.823 0.261
H 3.222 -3.328 2.480 0.406
H 2.973 -1.679 1.947 -0.028
H 4.414 -2.550 1.434 0.424
H 3.351 -3.156 -2.277 0.304
H 4.574 -2.719 -1.087 0.486
H 3.322 -1.559 -1.542 0.130
H -3.061 -2.682 -2.346 0.315
H -2.108 -2.504 -3.819 0.564
H -1.895 -1.346 -2.509 -0.372
H -2.184 -5.335 -1.346 0.122
H -0.575 -5.943 -1.687 0.264
H -1.668 -5.548 -3.021 0.365
H 1.165 -2.468 -3.433 0.101
H 0.184 -3.590 -4.374 0.423
H 1.396 -4.205 -3.244 0.310

102
Properties=species:S:1:pos:R:3:mulliken_charge:R:1 method="wB97M-V/def2-TZVPD" lumo_ev=0.0 mol_weight_g_mol=878.48 e_homo_ha=-0.2957 largest_force_ev_per_a=3.7
C 7.679 12.570 21.387 -1.169
C 8.773 12.492 20.315 -0.516
N 9.580 13.696 20.415 0.181
C 10.853 13.588 19.656 -0.565
C 11.878 14.630 20.132 -1.251
C 8.958 14.979 20.215 -0.809
C 8.421 15.202 18.802 -1.030
H 8.033 12.555 22.418 0.204
H 6.996 11.745 21.183 0.417
H 7.044 13.430 21.172 0.329
H 9.430 11.639 20.482 0.381
H 8.415 12.374 19.292 0.346
H 11.279 12.590 19.760 0.426
H 10.688 13.607 18.579 0.357
H 11.845 14.728 21.218 0.294
H 12.897 14.484 19.776 0.413
H 11.655 15.610 19.709 0.274
H 9.508 15.824 20.629 0.420
H 8.129 15.074 20.916 0.361
H 9.173 15.381 18.033 0.283
H 7.855 16.132 18.857 0.406
H 7.816 14.359 18.469 0.250
C 26.236 19.237 28.189 0.372
Cl 26.462 19.667 26.457 -0.099
Cl 27.311 20.191 29.238 -0.101
Cl 24.548 19.510 28.545 -0.082
Cl 26.656 17.577 28.527 -0.092
C 20.831 8.144 27.311 0.367
Cl 21.825 9.613 27.171 -0.097
Cl 21.051 7.428 28.927 -0.099
Cl 19.103 8.601 27.123 -0.090
Cl 21.444 7.034 26.098 -0.083
N 22.815 11.207 21.101 -0.010
C 23.905 10.352 21.036 -0.498
C 23.596 9.419 20.046 -0.286
C 22.293 9.582 19.612 -0.403
C 21.778 10.678 20.325 -0.474
H 22.727 12.030 21.681 0.202
H 24.825 10.555 21.563 0.361
H 24.266 8.630 19.738 0.368
H 21.797 8.937 18.902 0.372
H 20.846 11.222 20.279 0.369
N 21.201 16.925 23.637 0.003
C 19.938 16.907 23.026 -0.576
C 19.241 15.960 23.731 -0.314
C 20.011 15.382 24.715 -0.335
C 21.198 16.044 24.703 -0.585
H 21.985 17.503 23.370 0.199
H 19.749 17.583 22.206 0.406
H 18.234 15.627 23.532 0.391
H 19.669 14.591 25.366 0.403
H 22.035 15.989 25.383 0.409
N 11.640 12.979 25.743 0.046
C 12.895 12.509 25.986 -0.429
C 13.055 12.563 27.357 -0.400
C 11.847 12.822 27.956 -0.374
C 11.034 13.223 26.940 -0.499
H 11.186 13.038 24.843 0.168
H 13.504 12.126 25.181 0.372
H 13.942 12.259 27.893 0.385
H 11.709 12.779 29.026 0.387
H 10.078 13.662 27.185 0.347
N 13.696 18.554 26.678 0.003
C 12.654 19.003 27.420 -0.588
C 12.568 20.389 27.279 -0.302
C 13.564 20.773 26.347 -0.332
C 14.110 19.604 25.856 -0.505
H 13.992 17.589 26.651 0.211
H 12.104 18.334 28.065 0.373
H 11.914 21.128 27.719 0.370
H 13.732 21.776 25.983 0.379
H 14.787 19.445 25.030 0.390
N 19.819 22.299 25.838 0.008
C 20.883 23.017 25.354 -0.484
C 20.897 24.262 25.953 -0.349
C 19.899 24.220 26.949 -0.408
C 19.176 23.106 26.754 -0.467
H 19.509 21.381 25.552 0.201
H 21.477 22.622 24.543 0.369
H 21.613 25.039 25.727 0.373
H 19.632 25.001 27.646 0.372
H 18.295 22.739 27.260 0.384
N 23.838 18.376 18.017 -0.009
C 24.466 19.549 18.500 -0.385
C 25.320 19.194 19.462 -0.361
C 25.516 17.816 19.452 -0.495
C 24.541 17.340 18.515 -0.474
H 23.117 18.327 17.311 0.204
H 24.125 20.471 18.052 0.366
H 25.864 19.929 20.037 0.394
H 26.159 17.245 20.105 0.377
H 24.266 16.333 18.238 0.384
N 16.716 21.363 17.525 -0.007
C 15.524 21.018 18.096 -0.570
C 15.619 21.359 19.448 -0.432
C 16.914 21.763 19.726 -0.352
C 17.602 21.741 18.493 -0.337
H 16.980 21.308 16.551 0.194
H 14.690 20.879 17.424 0.339
H 14.863 21.307 20.218 0.387
H 17.458 22.047 20.615 0.400
H 18.617 22.048 18.287 0.377